[1]
C5H5Br2NOS | ωB97M-V/def2-TZVPD

Properties
- lowest unoccupied orbital energy (eV) = 0.32
- energy above the lowest of the compared OMol25 structures with the same formula, charge and spin (kJ/mol) = 51.66
- total energy (a.u.) = -5869.6917
- spin multiplicity = 1
- HOMO (eV) = -9.0141
- HOMO-LUMO gap (eV) = 9.33

Element x y z (Å)
1 C -0.16570 -0.16306 -0.04514
2 C 0.11126 1.09797 0.51004
3 C 0.27669 -1.24412 0.72513
4 C 0.08983 -2.62828 0.33202
5 C -0.08521 2.57902 -0.33136
6 N 0.72190 1.09902 1.65892
7 O -0.73415 -0.38538 -1.23144
8 S 1.05728 -0.44533 2.13674
9 Br -2.03182 2.67617 -0.60484
10 Br 0.88068 2.53648 -1.97102
11 H -0.86740 -2.62346 -0.27670
12 H 0.87180 -2.88393 -0.49894
13 H 0.00293 -3.29996 1.15927
14 H 0.18203 3.52090 0.32527
15 H -0.31012 0.16397 -1.88794

Cartesian forces (eV/Å) of the 3 atoms listed first:
C 0.9592 -1.5039 0.9535
C 0.6544 3.1049 -1.0026
C 0.3387 3.9862 1.0659

=====

[2]
C17H49N6O8P2S2V | ωB97M-V/def2-TZVPD

Properties
- lowest unoccupied orbital energy (alpha / beta) (eV) = -5.03 / -4.78
- energy above the lowest of the compared OMol25 structures with the same formula, charge and spin (kJ/mol) = 0.00
- total energy (a.u.) = -4030.5061
- spin multiplicity = 2
- HOMO (alpha / beta) (eV) = -10.1270 / -10.1270
- HOMO-LUMO gap (alpha / beta) (eV) = 5.09 / 5.35
- net charge = +1

Element x y z (Å)
1 O -3.47036 1.11899 -2.29010
2 V -2.95337 2.04249 -1.20638
3 O -0.48105 -0.98105 0.64960
4 C -1.39659 -0.55428 -0.27218
5 O -1.68484 -1.32933 -1.19696
6 O -1.88926 0.61954 -0.12512
7 H -0.42787 -1.83170 0.13948
8 O -1.78558 3.47054 -0.00850
9 P -0.57353 4.25364 0.38315
10 N 0.68017 3.23241 0.85228
11 C 1.31732 2.39511 -0.16031
12 C 0.46619 2.57334 2.14555
13 N -0.74326 5.38443 1.58106
14 C -2.08247 5.62212 2.15688
15 C 0.34398 6.17065 2.13473
16 N 0.11428 5.05282 -0.94094
17 C 1.36566 5.77623 -0.93516
18 C -0.80602 5.53830 -1.97278
19 H 1.62240 2.98878 -1.01941
20 H 0.67705 1.55504 -0.44561
21 H 2.21193 1.93543 0.26454
22 H 0.30642 3.35280 2.89364
23 H 1.34646 2.01446 2.45298
24 H -0.43736 1.95925 2.08493
25 H -2.66921 4.71067 2.10089
26 H -1.93511 5.98895 3.17273
27 H -2.60794 6.45269 1.67566
28 H 0.31226 7.16421 1.67058
29 H 0.21219 6.42380 3.18828
30 H 1.32594 5.73445 1.97328
31 H 1.64188 6.00870 -1.96471
32 H 1.34378 6.74283 -0.41807
33 H 2.19705 5.24236 -0.47233
34 H -0.36102 5.41126 -2.96105
35 H -1.11195 6.57839 -1.83436
36 H -1.71021 4.93089 -1.94705
37 O 2.77220 -5.07262 2.88919
38 P 2.04835 -4.11848 2.04707
39 N 1.14975 -4.72335 0.74522
40 C 1.52456 -6.00064 0.15161
41 C -0.10028 -4.16775 0.29490
42 N 3.06746 -3.03796 1.24535
43 C 4.42887 -2.88337 1.71146
44 C 2.55551 -1.84282 0.58438
45 N 0.97074 -3.13265 2.90876
46 C -0.19864 -3.78804 3.49748
47 C 1.46889 -1.98858 3.69275
48 H 2.55287 -6.02980 -0.21682
49 H 0.87548 -6.22298 -0.69273
50 H 1.43389 -6.82611 0.86303
51 H -0.62427 -3.59215 1.05642
52 H -0.75248 -4.92109 -0.14909
53 H 0.08509 -3.49858 -0.56555
54 H 5.08544 -2.47295 0.94160
55 H 4.43660 -2.22894 2.59530
56 H 4.88136 -3.83277 1.99418
57 H 1.61635 -2.02549 0.07434
58 H 2.44560 -1.03557 1.31368
59 H 3.23312 -1.58044 -0.23167
60 H -0.11470 -3.79149 4.58594
61 H -1.14979 -3.38820 3.14271
62 H -0.19214 -4.85860 3.26925
63 H 1.06519 -1.02429 3.38871
64 H 2.55613 -2.06728 3.66265
65 H 1.21250 -2.17430 4.73693
66 C -2.15807 -5.07902 -2.78467
67 S -3.96900 -4.99780 -2.62727
68 O -4.39600 -6.42779 -2.44085
69 C -3.98753 -4.25607 -0.97090
70 H -1.70620 -4.11941 -2.51350
71 H -1.81576 -5.22451 -3.80877
72 H -1.75060 -5.86691 -2.15368
73 H -3.35467 -3.36157 -0.98463
74 H -3.45124 -4.88653 -0.25872
75 H -4.99649 -4.02258 -0.64884
76 C -1.37682 2.36598 -5.01807
77 S -0.31843 2.47119 -3.56513
78 O -1.25288 2.33792 -2.37815
79 C 0.52233 0.88881 -3.61913
80 H -0.80309 2.40767 -5.94565
81 H -2.01759 3.24632 -5.07516
82 H -1.98592 1.46385 -4.99005
83 H -0.14250 0.06115 -3.87757
84 H 1.09872 0.69188 -2.72259
85 H 1.17018 0.88553 -4.50298

Cartesian forces (eV/Å) of the 3 atoms listed first:
O -1.7027 -0.1466 -0.6300
V 5.2542 -1.8614 1.3180
O -1.3140 0.0244 -1.6571

=====

[3]
C4H20N8O6 | ωB97M-V/def2-TZVPD

Properties
- lowest unoccupied orbital energy (eV) = -0.31
- energy above the lowest of the compared OMol25 structures with the same formula, charge and spin (kJ/mol) = 1732.49
- total energy (a.u.) = -1053.4253
- spin multiplicity = 1
- HOMO (eV) = -6.9021
- HOMO-LUMO gap (eV) = 6.59

Element x y z (Å)
1 C -0.81641 -3.60128 -0.10812
2 O -1.43510 -4.62321 -0.23053
3 N 0.30588 -3.36647 0.53050
4 N -0.98397 -2.69288 -1.00564
5 H 0.59786 -4.02980 1.23395
6 H 0.85047 -2.61651 0.12914
7 H -0.75039 -1.77243 -0.66168
8 H -1.81502 -2.80395 -1.56878
9 C 0.52992 -0.35899 -0.10521
10 O 0.35989 -1.44205 0.37283
11 N 0.88048 -0.11171 -1.34248
12 N 0.51327 0.65993 0.65909
13 H 1.12666 -0.88759 -1.94039
14 H 1.26901 0.79767 -1.54781
15 H 0.65565 1.56256 0.22887
16 H 0.14346 0.52108 1.58863
17 C 1.34754 2.39606 -1.92557
18 O 1.61033 1.68582 -0.96844
19 N 0.31004 2.42901 -2.59643
20 N 2.08414 3.37303 -2.44564
21 H 0.45198 2.80012 -3.52500
22 H -0.58453 2.08341 -2.27957
23 H 1.93026 3.90911 -3.28769
24 H 2.85730 3.57748 -1.82878
25 C -1.59526 0.50992 2.82150
26 O -0.79293 0.30198 1.95168
27 N -2.42083 -0.41736 3.13301
28 N -1.67211 1.49956 3.59663
29 H -2.99151 -0.33339 3.96209
30 H -2.02967 -1.28839 2.80376
31 H -2.54225 1.63418 4.09145
32 H -0.93300 2.14414 3.35512
33 O 1.44587 -1.52175 2.20370
34 H 1.22492 -1.12871 1.35935
35 H 1.76508 -0.79058 2.73259
36 O -0.49924 0.32960 -3.26946
37 H -0.42105 0.60824 -2.35705
38 H 0.02335 0.96418 -3.75980

Cartesian forces (eV/Å) of the 3 atoms listed first:
C 2.1381 -2.5053 -0.5743
O -2.3097 -3.2760 1.5689
N 1.2579 -7.1907 3.0793

=====

[4]
CHClINO | ωB97M-V/def2-TZVPD

Properties
- lowest unoccupied orbital energy (eV) = 0.16
- energy above the lowest of the compared OMol25 structures with the same formula, charge and spin (kJ/mol) = 192.93
- total energy (a.u.) = -926.4555
- spin multiplicity = 1
- HOMO (eV) = -9.8792
- HOMO-LUMO gap (eV) = 10.04
- SMILES string = [O-][N+]#CCl.I

Element x y z (Å)
1 O -0.61801 -1.15427 4.08044
2 N 0.02593 -0.18302 3.84015
3 C 0.73470 0.70257 3.58667
4 Cl 1.72466 1.89153 3.04504
5 I 1.00683 -0.49256 -1.94776
6 H 1.77945 -0.62496 -0.53585

Cartesian forces (eV/Å) of the 3 atoms listed first:
O -0.8385 -0.7077 0.3965
N 1.8317 1.5903 -0.8005
C -0.8667 -0.8422 0.3106